No. 1
The following is a DFT calculation (ωB97M-V/def2-TZVPD) of a structure of composition C33H57N4OP2Re.

Output
Total charge = +3
Multiplicity = 4
Gap between HOMO and LUMO (spin up / spin down) = 0.3290 / 0.2178 Eh
Lowest unoccupied orbital energy (spin up / spin down) = -0.307 / -0.431 Eh
⟨S²⟩ = 3.7874
Maximum force = 6.91 eV/Å

Each line ends with the Löwdin spin population.
Geometry (Å):
C (2.30, -1.26, -1.76)  0.0380
C (1.25, 0.61, -2.77)  0.0012
C (3.20, -1.35, -2.81)  0.0429
C (2.06, 0.47, -3.90)  0.0626
C (3.07, -0.49, -3.90)  0.0193
H (3.96, -2.13, -2.76)  0.0013
H (1.92, 1.17, -4.73)  0.0023
H (3.74, -0.58, -4.76)  -0.0001
N (1.42, -0.24, -1.72)  0.0201
P (0.52, -2.27, 0.16)  0.0303
P (0.03, 2.24, -0.82)  0.0313
C (2.22, -2.27, -0.64)  0.0087
H (2.45, -3.28, -1.03)  0.0005
H (2.97, -2.03, 0.13)  0.0007
C (0.16, 1.58, -2.59)  0.2421
H (0.10, 2.35, -3.35)  0.0096
C (-1.60, 3.27, -0.76)  0.0212
C (1.50, 3.45, -0.72)  0.0060
C (-0.46, -3.46, -0.98)  0.0054
C (0.85, -3.15, 1.80)  0.0159
C (-2.74, 2.45, -0.15)  0.0006
H (-2.56, 2.24, 0.91)  0.0000
H (-3.67, 3.03, -0.23)  0.0001
H (-2.89, 1.50, -0.67)  0.0004
C (-1.46, 4.52, 0.12)  0.0021
H (-1.13, 4.27, 1.14)  0.0001
H (-0.79, 5.28, -0.31)  0.0000
H (-2.45, 4.99, 0.21)  0.0010
C (-2.01, 3.66, -2.18)  0.0026
H (-2.92, 4.28, -2.13)  0.0011
H (-1.24, 4.25, -2.70)  0.0000
H (-2.24, 2.77, -2.77)  0.0001
C (1.60, 3.97, 0.73)  0.0027
H (1.34, 3.19, 1.47)  0.0004
H (2.65, 4.26, 0.93)  0.0007
H (0.98, 4.86, 0.91)  0.0001
C (2.82, 2.74, -1.07)  -0.0015
H (3.03, 1.90, -0.40)  -0.0004
H (2.84, 2.40, -2.11)  0.0001
H (3.62, 3.48, -0.93)  -0.0003
C (1.32, 4.60, -1.73)  0.0010
H (0.85, 4.28, -2.68)  0.0009
H (0.77, 5.45, -1.32)  0.0000
H (2.32, 4.97, -2.00)  -0.0002
C (-0.49, -3.58, 2.41)  0.0007
H (-0.29, -4.00, 3.41)  0.0005
H (-1.16, -2.72, 2.53)  0.0000
H (-1.00, -4.35, 1.82)  0.0000
C (1.54, -2.19, 2.78)  0.0001
H (2.51, -1.83, 2.41)  0.0000
H (0.91, -1.32, 3.02)  0.0000
H (1.72, -2.73, 3.72)  0.0002
C (1.79, -4.37, 1.65)  0.0028
H (2.68, -4.14, 1.06)  0.0001
H (2.12, -4.67, 2.66)  0.0010
H (1.29, -5.24, 1.21)  0.0000
C (-0.15, -3.15, -2.45)  0.0005
H (0.88, -3.43, -2.72)  0.0003
H (-0.83, -3.72, -3.09)  0.0002
H (-0.30, -2.08, -2.67)  0.0005
C (-1.96, -3.23, -0.73)  0.0106
H (-2.27, -2.22, -1.05)  0.0053
H (-2.53, -3.97, -1.32)  0.0010
H (-2.23, -3.37, 0.33)  0.0005
C (-0.14, -4.94, -0.75)  0.0019
H (0.93, -5.16, -0.90)  0.0000
H (-0.47, -5.31, 0.22)  0.0000
H (-0.69, -5.52, -1.51)  0.0002
Re (0.05, 0.02, -0.05)  1.5647
C (1.55, 0.47, 1.04)  0.0500
O (2.49, 0.74, 1.72)  0.0877
N (-1.50, -0.20, -1.62)  0.4464
C (-1.42, 0.45, -2.66)  0.0536
C (-2.19, 0.34, -4.00)  0.0362
C (-1.70, 1.37, -5.00)  -0.0003
C (-1.87, -1.02, -4.60)  0.0010
C (-3.70, 0.49, -3.75)  0.0075
H (-1.86, 2.40, -4.65)  0.0000
H (-0.63, 1.23, -5.19)  0.0001
H (-2.23, 1.26, -5.95)  0.0007
H (-2.21, -1.83, -3.94)  0.0009
H (-2.37, -1.13, -5.56)  0.0007
H (-0.79, -1.13, -4.76)  0.0004
H (-4.17, 1.06, -4.56)  0.0010
H (-4.19, -0.49, -3.71)  0.0016
H (-3.93, 1.01, -2.81)  0.0009
C (-1.71, 1.32, 5.05)  0.0019
N (-1.75, 0.70, 3.73)  0.0231
C (-2.72, -0.16, 3.23)  0.0074
C (-2.33, -0.51, 1.97)  0.0169
N (-1.12, 0.14, 1.70)  0.0606
C (-0.80, 0.87, 2.79)  0.0370
H (-2.56, 0.96, 5.63)  0.0000
H (-0.78, 1.06, 5.57)  0.0007
H (-1.77, 2.41, 4.96)  0.0008
H (-3.59, -0.46, 3.79)  0.0004
H (-2.81, -1.14, 1.23)  0.0002
H (0.06, 1.52, 2.92)  0.0008

No. 2
The following is a DFT calculation (ωB97M-V/def2-TZVPD) of a structure of composition C33H57N4OP2Ti.

Output
Energy above the lowest of the compared OMol25 structures with the same formula, charge and spin = 2.4107 eV
Total charge = +1
Multiplicity = 3
Gap between HOMO and LUMO (spin up / spin down) = 0.2144 / 0.1998 Eh
Lowest unoccupied orbital energy (spin up / spin down) = -0.108 / -0.124 Eh
⟨S²⟩ = 2.0190
Maximum force = 6.59 eV/Å

Each line ends with the Löwdin spin population.
Geometry (Å):
C (-1.96, 0.77, 1.53)  0.0028
C (-1.96, 1.46, -0.75)  0.0095
C (-3.08, 1.56, 1.75)  0.0000
C (-2.81, 2.53, -0.42)  0.0005
C (-3.45, 2.50, 0.79)  0.0030
H (-3.62, 1.46, 2.69)  0.0000
H (-3.04, 3.28, -1.16)  0.0002
H (-4.19, 3.25, 1.03)  0.0002
N (-1.40, 0.73, 0.29)  0.0139
P (0.36, -0.52, 2.61)  0.0048
P (-0.54, -0.15, -2.52)  -0.0035
C (-1.44, -0.09, 2.67)  0.0062
H (-1.65, 0.41, 3.63)  0.0005
H (-2.04, -1.03, 2.70)  0.0002
C (1.94, -1.42, 0.61)  0.2074
O (2.83, -2.14, 0.94)  0.1759
C (-1.69, 1.18, -2.13)  0.0120
H (-1.76, 2.05, -2.85)  0.0001
C (1.25, -0.16, -3.52)  0.0097
C (-1.94, -0.92, -3.58)  -0.0029
C (1.15, 0.96, 3.49)  0.0022
C (0.45, -2.01, 3.78)  -0.0013
C (2.47, -0.52, -2.64)  0.0216
H (2.41, -1.52, -2.19)  0.0081
H (3.37, -0.50, -3.29)  0.0016
H (2.65, 0.21, -1.84)  0.0051
C (1.28, -1.13, -4.71)  0.0012
H (1.13, -2.17, -4.39)  0.0001
H (0.56, -0.87, -5.49)  0.0000
H (2.28, -1.08, -5.18)  0.0006
C (1.41, 1.28, -3.96)  0.0004
H (2.33, 1.39, -4.56)  0.0001
H (0.56, 1.68, -4.53)  0.0001
H (1.53, 1.86, -3.04)  0.0003
C (-1.63, -2.35, -4.03)  0.0001
H (-1.14, -2.92, -3.23)  0.0000
H (-2.57, -2.87, -4.28)  0.0001
H (-1.00, -2.37, -4.93)  0.0000
C (-3.24, -0.96, -2.76)  0.0005
H (-3.10, -1.41, -1.77)  0.0001
H (-3.66, 0.05, -2.64)  0.0002
H (-3.99, -1.55, -3.31)  0.0002
C (-2.10, 0.04, -4.77)  -0.0016
H (-2.40, 1.04, -4.45)  0.0000
H (-1.17, 0.14, -5.34)  -0.0001
H (-2.89, -0.33, -5.45)  -0.0005
C (1.91, -2.24, 4.20)  0.0003
H (1.95, -3.19, 4.76)  0.0001
H (2.57, -2.33, 3.33)  -0.0001
H (2.30, -1.47, 4.87)  0.0000
C (-0.04, -3.26, 3.05)  -0.0001
H (-1.10, -3.20, 2.79)  0.0000
H (0.54, -3.48, 2.15)  0.0000
H (0.07, -4.12, 3.73)  0.0000
C (-0.43, -1.87, 5.04)  -0.0011
H (-1.48, -1.67, 4.80)  0.0000
H (-0.38, -2.83, 5.58)  -0.0002
H (-0.08, -1.11, 5.74)  0.0000
C (0.52, 2.26, 2.96)  0.0008
H (-0.54, 2.34, 3.23)  0.0001
H (1.04, 3.11, 3.41)  0.0000
H (0.61, 2.35, 1.87)  0.0005
C (2.65, 0.96, 3.13)  0.0028
H (2.82, 1.02, 2.05)  0.0036
H (3.10, 1.86, 3.58)  0.0001
H (3.17, 0.08, 3.53)  0.0000
C (0.99, 0.95, 5.02)  0.0001
H (-0.06, 0.94, 5.33)  0.0000
H (1.53, 0.13, 5.50)  0.0000
H (1.44, 1.88, 5.41)  0.0001
Ti (0.45, -0.35, -0.03)  1.3558
N (1.83, 1.41, -0.08)  -0.0070
C (2.55, 2.39, -0.02)  0.1019
C (2.42, 3.86, -0.55)  0.0127
C (1.31, 3.90, -1.58)  0.0055
C (1.91, 4.77, 0.55)  0.0008
C (3.67, 4.39, -1.22)  0.0008
H (1.62, 3.39, -2.49)  0.0001
H (0.41, 3.41, -1.20)  0.0002
H (1.07, 4.94, -1.84)  0.0013
H (2.45, 4.65, 1.50)  0.0004
H (2.01, 5.81, 0.21)  0.0000
H (0.84, 4.57, 0.71)  0.0000
H (3.40, 5.30, -1.76)  -0.0001
H (4.46, 4.64, -0.50)  0.0002
H (4.04, 3.64, -1.95)  0.0002
C (-3.35, -4.55, 0.02)  0.0005
N (-2.08, -3.90, -0.24)  0.0050
C (-0.92, -4.51, -0.73)  -0.0002
C (0.03, -3.54, -0.82)  0.0081
N (-0.52, -2.33, -0.35)  0.0138
C (-1.79, -2.60, -0.05)  0.0109
H (-3.29, -5.60, -0.30)  0.0000
H (-3.60, -4.53, 1.09)  0.0002
H (-4.17, -4.06, -0.52)  0.0001
H (-0.89, -5.57, -0.96)  -0.0001
H (1.04, -3.60, -1.17)  0.0016
H (-2.53, -1.88, 0.33)  0.0004

Calculated values (Ha) of E for the records, taken in order: -2345.98020, -3117.81489.